C4H8O2 | wB97M-V/def2-TZVPD

```
14
C4H8O2 | the OMol25 dataset | wB97M-V/def2-TZVPD
C 0.630 0.282 1.986
O -0.605 0.233 1.270
C -0.577 0.899 0.019
C -0.499 0.081 -1.218
O -1.003 0.710 -2.147
C 0.007 -1.307 -1.395
H 0.942 1.320 2.174
H 0.482 -0.214 2.954
H 1.451 -0.233 1.459
H -1.389 1.454 -0.703
H 0.164 1.701 0.018
H -0.767 -1.906 -1.887
H 0.304 -1.777 -0.456
H 0.860 -1.243 -2.076
```

Values from the calculation:
frontier orbital gap = 10.815 eV
2S+1 = 1
SMILES string = COCC(C)=O
largest force on an atom = 3.80 eV Å⁻¹
HOMO = -9.926 eV
relative energy (zero: lowest compared OMol25 entry of this formula, charge and spin) = 291.2 kJ/mol
total charge = 0

In2O24P6Y4 | wB97M-V/def2-TZVPD

```
36
In2O24P6Y4 | the OMol25 dataset | wB97M-V/def2-TZVPD
In -1.813 3.654 -4.726
In -3.634 -1.990 -0.908
Y -2.626 2.515 1.647
Y 0.423 -1.263 -0.119
Y 1.207 2.843 0.258
Y -0.209 -0.434 -3.561
P -1.098 1.101 -1.300
O 0.392 0.925 -0.652
O -1.231 -0.454 -1.475
O -1.638 2.020 -0.290
O -0.839 1.674 -2.760
P -1.130 -3.408 -2.981
O -0.233 -2.528 -3.908
O -0.806 -2.804 -1.531
O -1.060 -4.922 -3.440
O -2.533 -2.842 -3.246
P 2.775 -1.626 -2.008
O 3.764 -0.519 -2.071
O 3.061 -2.968 -2.830
O 1.399 -1.071 -2.166
O 2.789 -2.085 -0.517
P -1.699 -0.753 2.146
O -1.513 -1.733 1.027
O -2.801 0.309 2.138
O -1.281 -1.613 3.420
O -0.382 0.001 1.896
P 2.594 0.588 2.059
O 2.304 2.203 2.024
O 4.123 0.354 1.953
O 2.164 -0.116 0.650
O 1.994 -0.189 3.299
P -0.492 3.178 3.557
O -0.341 4.398 4.357
O 0.378 2.316 4.446
O -0.352 3.107 1.979
O -1.659 2.132 3.631
```

Values from the calculation:
frontier orbital gap = 2.046 eV
2S+1 = 1
largest force on an atom = 7.43 eV Å⁻¹
HOMO = -7.092 eV
relative energy (zero: lowest compared OMol25 entry of this formula, charge and spin) = 676.0 kJ/mol
total charge = 0

C10H38O14 | wB97M-V/def2-TZVPD

```
62
C10H38O14 | the OMol25 dataset | wB97M-V/def2-TZVPD
O 2.236 -4.599 -2.579
H 1.774 -5.442 -2.603
H 1.659 -3.988 -3.094
O -3.931 -1.143 -2.485
H -3.380 -0.405 -2.203
H -4.787 -0.981 -2.073
O -0.346 3.052 1.647
H -0.889 3.525 1.005
H 0.259 3.721 1.994
O 0.044 -3.188 -3.635
H -0.334 -3.691 -2.885
H 0.346 -2.336 -3.258
C 0.337 5.806 -3.424
C -0.099 4.851 -2.324
O -0.236 3.504 -2.815
O -0.743 6.137 -4.308
H 1.069 5.334 -4.086
H 0.740 6.684 -2.919
H -1.062 5.127 -1.884
H 0.669 4.802 -1.548
H -1.139 3.361 -3.111
H -1.095 5.281 -4.580
C 3.082 0.096 2.950
C 4.214 -0.379 3.866
O 3.886 -1.538 4.567
O 3.592 0.951 1.934
H 2.296 0.542 3.565
H 2.685 -0.778 2.415
H 4.492 0.482 4.487
H 5.123 -0.550 3.273
H 4.268 -2.326 4.186
H 2.862 1.242 1.376
C -1.295 1.068 4.280
C -0.623 1.982 5.325
O 0.697 1.658 5.635
O -0.387 0.673 3.248
H -2.146 1.497 3.734
H -1.762 0.202 4.750
H -1.283 1.874 6.191
H -0.739 3.035 5.044
H 1.259 1.997 4.933
H -0.206 1.438 2.688
C -2.351 -4.065 -1.359
C -3.407 -4.977 -1.993
O -3.334 -5.131 -3.390
O -1.047 -4.618 -1.486
H -2.686 -4.015 -0.318
H -2.376 -3.060 -1.775
H -4.435 -4.781 -1.669
H -3.305 -5.999 -1.574
H -2.412 -5.075 -3.668
H -0.829 -5.115 -0.694
C 0.059 -0.874 -1.427
C 0.409 -0.004 -0.227
O 1.245 1.108 -0.561
O 1.258 -1.061 -2.196
H -0.768 -0.436 -1.996
H -0.155 -1.887 -1.084
H 1.036 -0.589 0.448
H -0.472 0.298 0.345
H 0.731 1.921 -0.544
H 1.731 -0.216 -2.113
```

Values from the calculation:
frontier orbital gap = 9.422 eV
2S+1 = 1
SMILES string = OCCO.OCCO.OCCO.OCCO.OCCO.O.O.O.O
largest force on an atom = 1.91 eV Å⁻¹
HOMO = -10.016 eV
relative energy (zero: lowest compared OMol25 entry of this formula, charge and spin) = 174.8 kJ/mol
total charge = 0

C4H6N2 | wB97M-V/def2-TZVPD

```
12
C4H6N2 | the OMol25 dataset | wB97M-V/def2-TZVPD
C -1.331 0.920 -0.299
C -0.207 -0.022 -0.330
N 0.169 -1.313 -0.895
C 1.062 -0.236 -0.300
C 2.280 0.418 -0.474
N 3.219 1.066 -0.681
H -1.288 1.467 -1.248
H -2.306 0.436 -0.218
H -1.199 1.641 0.511
H -0.653 -1.544 1.610
H 0.139 -1.251 -1.922
H 0.084 -1.588 1.547
```

Values from the calculation:
frontier orbital gap = 9.010 eV
2S+1 = 1
SMILES string = CC1=C(C#N)N1.[H][H]
largest force on an atom = 1.06 eV Å⁻¹
HOMO = -8.822 eV
relative energy (zero: lowest compared OMol25 entry of this formula, charge and spin) = 487.2 kJ/mol
total charge = 0

C15H22N2O4 | wB97M-V/def2-TZVPD

```
43
C15H22N2O4 | the OMol25 dataset | wB97M-V/def2-TZVPD
C -3.088 1.097 -0.480
C -1.789 0.476 -0.675
C -3.137 2.616 -0.350
C -4.561 3.005 -0.720
C -2.733 3.025 1.140
C -2.093 4.452 0.905
C -0.189 -1.070 0.173
C -0.380 -2.439 0.807
C 0.939 -0.282 1.056
C 2.178 -0.595 0.290
C 3.267 -1.228 0.891
C 2.373 -0.339 -1.200
C 4.485 -1.639 0.317
C 3.633 -0.827 -1.795
C 4.656 -1.316 -1.017
H -3.884 -0.456 0.749
H -3.212 0.848 1.608
H -3.790 0.765 -1.250
H -2.382 3.059 -1.006
H -4.801 4.078 -0.362
H -5.468 2.440 -0.239
H -4.742 3.233 -1.880
H -2.093 2.193 1.470
H -3.461 3.118 2.053
H -1.404 4.445 0.007
H -2.904 5.163 0.840
H -1.531 4.814 1.728
H -2.291 -0.910 0.670
H 0.257 -1.275 -0.823
H 0.904 -0.710 2.154
H 0.610 0.847 1.238
H 3.269 -1.270 2.012
H 1.540 0.228 -1.596
H 5.374 -1.932 0.837
H 3.779 -0.734 -2.825
H 6.389 -1.923 -0.894
H 1.525 -2.767 0.622
N -3.719 0.555 0.838
N -1.491 -0.527 0.131
O -1.098 0.720 -1.692
O -1.412 -2.767 1.317
O 5.921 -1.462 -1.695
O 0.765 -3.124 1.079
```

Values from the calculation:
frontier orbital gap = 9.492 eV
2S+1 = 1
SMILES string = CC[C@H](C)[C@H](N)C(=O)N[C@@H](Cc1ccc(O)cc1)C(=O)O
largest force on an atom = 4.87 eV Å⁻¹
HOMO = -9.103 eV
relative energy (zero: lowest compared OMol25 entry of this formula, charge and spin) = 457.9 kJ/mol
total charge = 0

C32H53NO17S5 | wB97M-V/def2-TZVPD

```
108
C32H53NO17S5 | the OMol25 dataset | wB97M-V/def2-TZVPD
C -2.063 -3.644 -0.094
C -2.036 -3.225 -1.699
N -2.559 -4.154 -2.574
C -1.364 -1.780 -2.206
C 0.042 -1.640 -1.327
C 1.213 -2.770 -1.712
C 2.632 -2.776 -0.891
C 2.843 -1.663 0.297
C 1.695 -0.550 0.659
C 0.232 -0.503 -0.150
C -0.906 0.622 0.251
O -2.231 0.465 0.156
C -0.305 2.051 0.876
C -1.050 3.506 0.751
C -0.337 4.848 1.393
C 1.130 4.787 2.171
C 1.876 3.333 2.322
C 1.150 2.006 1.679
C 1.944 0.551 1.849
O 2.757 0.376 2.909
H -1.386 -4.617 -0.014
H -1.576 -2.848 0.613
H -3.139 -3.874 0.312
H -2.881 -4.971 -2.000
H -2.088 -0.870 -2.080
H -0.999 -1.912 -3.336
H 1.055 -3.595 -2.543
H 3.427 -3.584 -1.196
H 3.865 -1.694 0.900
H -2.074 3.585 0.191
H -0.829 5.925 1.323
H 1.662 5.723 2.637
H 2.927 3.173 2.837
O 3.970 -6.740 0.319
S 3.288 -7.172 1.520
O 2.075 -6.537 1.986
O 4.360 -7.218 2.749
C 5.106 -6.047 3.047
C 4.261 -5.023 3.782
C 2.997 -8.919 1.411
H 5.541 -5.622 2.136
H 5.938 -6.352 3.690
H 3.470 -4.629 3.139
H 4.876 -4.180 4.113
H 3.776 -5.474 4.653
H 3.919 -9.415 1.103
H 2.215 -9.083 0.666
H 2.664 -9.283 2.384
O 0.288 8.234 0.192
S 0.710 9.619 0.212
O 0.404 10.501 1.316
O 0.239 10.335 -1.176
C -1.134 10.284 -1.537
C -1.959 11.259 -0.718
C 2.459 9.684 -0.085
H -1.521 9.263 -1.447
H -1.198 10.561 -2.594
H -1.991 10.963 0.334
H -2.989 11.299 -1.087
H -1.527 12.263 -0.759
H 2.697 9.056 -0.946
H 2.965 9.307 0.806
H 2.749 10.721 -0.266
O -5.501 7.023 3.734
S -4.367 6.356 4.338
O -3.086 6.265 3.674
O -4.821 4.862 4.807
C -5.399 3.991 3.845
C -4.347 3.413 2.917
C -4.109 7.032 5.958
H -6.186 4.504 3.282
H -5.876 3.175 4.397
H -3.909 4.190 2.285
H -4.784 2.654 2.262
H -3.530 2.963 3.489
H -5.064 7.064 6.487
H -3.710 8.041 5.842
H -3.389 6.408 6.491
O -4.388 -8.300 -2.477
S -5.165 -7.360 -3.257
O -6.012 -6.363 -2.639
O -6.045 -8.185 -4.355
C -6.905 -9.220 -3.901
C -8.165 -8.657 -3.271
C -4.085 -6.542 -4.403
H -6.379 -9.886 -3.209
H -7.180 -9.816 -4.777
H -7.938 -8.127 -2.342
H -8.872 -9.459 -3.037
H -8.648 -7.941 -3.943
H -3.471 -7.289 -4.909
H -3.452 -5.857 -3.836
H -4.689 -5.982 -5.120
O 5.562 -1.783 -1.868
S 5.468 -0.523 -2.574
O 5.299 -0.455 -4.008
O 6.733 0.415 -2.151
C 8.047 -0.099 -2.314
C 8.476 -0.074 -3.769
C 4.198 0.458 -1.816
H 8.123 -1.108 -1.895
H 8.717 0.543 -1.733
H 7.884 -0.772 -4.367
H 9.529 -0.356 -3.867
H 8.333 0.922 -4.199
H 4.341 0.452 -0.734
H 3.234 0.013 -2.070
H 4.253 1.474 -2.211
```

Values from the calculation:
frontier orbital gap = 7.057 eV
2S+1 = 1
SMILES string = [H]/N=C(\C)Cc1cccc2c1C(=O)c1ccccc1C2=O.CCOS(C)(=O)=O.CCOS(C)(=O)=O.CCOS(C)(=O)=O.CCOS(C)(=O)=O.CCOS(C)(=O)=O
largest force on an atom = 8.19 eV Å⁻¹
HOMO = -8.760 eV
total charge = 0